No. 1
Entry from the OMol25 dataset: a single C3H6N4O molecule (ωB97M-V/def2-TZVPD).

Structure (XYZ):
```
14
Properties=species:S:1:pos:R:3
N -0.21 2.23 -0.95
C -0.77 1.51 0.18
C -0.21 0.10 0.20
N 0.73 -0.36 -0.58
C 0.92 -1.61 -0.14
O 1.75 -2.41 -0.77
N 0.19 -1.95 0.91
N -0.59 -0.82 1.07
H -0.64 1.84 -1.84
H 0.83 2.06 -0.94
H -1.88 1.55 0.24
H -0.44 1.99 1.15
H 1.73 -3.28 -0.29
H -1.38 -0.86 1.75
```

The value obtained for the HOMO-LUMO gap is 10.065 eV. The SMILES is NCc1nc(O)n[nH]1. The HOMO energy comes out at -0.34061 Ha. As for the spin multiplicity: 1.

---

No. 2
Entry from the OMol25 dataset: 2 unconnected molecules or ions with the total composition C3H6N4O (ωB97M-V/def2-TZVPD).

Structure (XYZ):
```
14
Properties=species:S:1:pos:R:3
C 0.31 0.12 -1.89
N 1.05 -0.53 -1.04
C -0.05 0.12 1.39
C -1.47 0.94 -0.34
N 0.70 -1.78 -0.72
N 0.51 0.65 2.46
N -0.97 0.88 0.80
O -2.36 1.29 -1.03
H -0.17 -2.15 -1.09
H 0.81 -1.94 0.28
H 1.22 0.13 2.95
H 0.23 1.55 2.85
H -0.42 -0.40 -2.51
H 0.61 1.13 -2.13
```

The value obtained for the HOMO-LUMO gap (alpha / beta) is 7.876 / 7.875 eV. The HOMO energy (alpha / beta) comes out at -0.29269 / -0.29267 Ha. As for the spin multiplicity: 1.

---

No. 3
Entry from the OMol25 dataset: a single C3H6N4O molecule (ωB97M-V/def2-TZVPD).

Structure (XYZ):
```
14
Properties=species:S:1:pos:R:3
H -2.68 1.16 0.00
N -1.79 1.67 -0.21
C -0.89 0.83 0.06
N 0.50 1.18 0.13
C 1.14 -0.01 -0.16
N 2.59 0.06 -0.07
C 0.20 -1.06 -0.13
N -0.98 -0.53 0.36
O -2.19 -1.03 -0.25
H 0.81 2.10 -0.13
H 2.87 -0.43 0.77
H 2.89 -0.52 -0.81
H 0.28 -2.15 -0.09
H -2.76 -1.26 0.53
```

The value obtained for the HOMO-LUMO gap is 8.560 eV. The SMILES is [H]/N=c1/[nH]c(N)cn1O. The HOMO energy comes out at -0.28853 Ha. As for the spin multiplicity: 1.

---

No. 4
Entry from the OMol25 dataset: a single C3H6N4O molecule (ωB97M-V/def2-TZVPD).

Structure (XYZ):
```
14
Properties=species:S:1:pos:R:3
H 0.97 0.39 4.01
N 1.46 0.80 3.14
C 0.93 0.94 1.95
N -0.20 0.44 1.28
N -0.41 0.60 -0.18
C -0.64 -0.50 -1.06
C -0.49 -0.34 -2.66
O -0.88 -1.28 -3.37
N -0.53 -1.88 -0.81
H -0.59 -2.43 -1.79
H 1.58 1.57 1.41
H -0.48 -0.67 1.36
H -0.51 1.67 -0.42
H -0.22 0.68 -2.85
```

The value obtained for the HOMO-LUMO gap is 8.319 eV. The SMILES is [H]/N=C\NN/C(C=O)=N/[H]. The HOMO energy comes out at -0.32906 Ha. As for the spin multiplicity: 1.

---

No. 5
Entry from the OMol25 dataset: a single C3H6N4O molecule (ωB97M-V/def2-TZVPD).

Structure (XYZ):
```
14
Properties=species:S:1:pos:R:3
N -2.01 -0.94 0.26
N -1.61 -0.45 -0.85
C -0.33 -0.04 -0.74
C 0.62 0.78 -1.39
C 1.60 1.38 -0.57
N 1.50 0.73 0.60
N 0.10 0.12 0.64
O 0.43 -1.21 1.31
H -1.94 -0.07 0.95
H -3.08 -1.25 0.40
H 0.75 0.95 -2.40
H 2.28 2.10 -0.92
H 1.94 0.28 1.31
H -0.56 -1.39 1.89
```

The value obtained for the HOMO-LUMO gap is 7.685 eV. The SMILES is N/N=c1/cc[nH]n1O. The HOMO energy comes out at -0.26310 Ha. As for the spin multiplicity: 1.

---

No. 6
Entry from the OMol25 dataset: a single C3H6N4O molecule (ωB97M-V/def2-TZVPD).

Structure (XYZ):
```
14
Properties=species:S:1:pos:R:3
C 1.94 -1.80 0.41
N 0.99 -1.08 -0.42
N 1.05 0.20 -0.09
C 0.03 0.81 -0.23
N -1.28 0.03 -0.39
C -2.14 1.01 -0.44
N -1.61 2.33 -0.22
O -0.29 2.18 0.03
H 1.66 -1.66 1.38
H 2.00 -2.96 0.29
H 2.92 -1.27 0.19
H 0.00 -1.36 -0.66
H -3.13 0.99 -0.63
H -2.14 2.60 0.77
```

The value obtained for the HOMO-LUMO gap is 8.333 eV. The SMILES is CN/N=c1\nc[nH]o1. The HOMO energy comes out at -0.28402 Ha. As for the spin multiplicity: 1.

---

No. 7
Entry from the OMol25 dataset: a single C3H6N4O molecule (ωB97M-V/def2-TZVPD).

Structure (XYZ):
```
14
Properties=species:S:1:pos:R:3
N 2.30 -1.46 0.05
C 1.28 -0.48 0.19
C -0.54 -0.94 0.06
N -1.08 0.26 -0.07
N -2.44 0.54 0.10
N -0.17 1.30 0.02
C 1.18 0.89 0.04
O 1.98 1.78 -0.08
H 2.65 -1.54 -0.83
H 2.10 -2.45 0.29
H -1.25 -1.63 0.49
H -2.72 0.71 1.08
H -2.83 1.00 -0.73
H -0.45 2.03 -0.61
```

The value obtained for the HOMO-LUMO gap (alpha / beta) is 7.641 / 7.641 eV. The SMILES is Nc1cn(N)[nH]c1=O. The HOMO energy (alpha / beta) comes out at -0.26837 / -0.26838 Ha. As for the spin multiplicity: 1.

---

No. 8
Entry from the OMol25 dataset: a molecular structure, C3H6N4O (ωB97M-V/def2-TZVPD).

Structure (XYZ):
```
14
Properties=species:S:1:pos:R:3
N 0.07 -0.41 0.54
C 0.74 0.07 -0.49
N -1.17 0.07 0.95
C -0.20 -2.21 0.07
C 0.70 2.00 -0.22
N 1.70 -0.30 -1.16
N -0.13 2.62 0.44
O -1.32 -2.57 0.30
H -1.89 -0.25 0.30
H -1.38 -0.42 1.82
H 1.70 -0.27 -2.18
H -0.81 2.03 0.96
H 0.52 -2.83 -0.52
H 1.48 2.49 -0.81
```

The value obtained for the HOMO-LUMO gap is 7.723 eV. The HOMO energy comes out at -0.27448 Ha. As for the spin multiplicity: 1.

---

No. 9
Entry from the OMol25 dataset: a single C3H6N4O molecule (ωB97M-V/def2-TZVPD).

Structure (XYZ):
```
14
Properties=species:S:1:pos:R:3
N -0.78 1.54 -0.21
C -0.74 0.27 0.48
C -1.51 -0.97 0.10
N -0.80 -2.04 -0.11
N 0.54 -1.64 0.02
C 0.59 -0.39 0.26
N 1.75 0.37 0.34
O 2.84 -0.38 -0.08
H -0.71 1.47 -1.23
H -1.77 2.00 -0.07
H -0.80 0.50 1.49
H -2.51 -0.74 -0.25
H 1.60 1.20 -0.35
H 2.31 -1.18 -0.39
```

The value obtained for the HOMO-LUMO gap is 9.300 eV. The SMILES is N[C@H]1C=NN=C1NO. The HOMO energy comes out at -0.33885 Ha. As for the spin multiplicity: 1.

---

Sequential energy relative to the best compared isomer or geometry (same formula, charge and spin) output: 0.9359; 4.2960; 3.3448; 5.8032; 8.0753; 5.5291; 5.7945; 6.3875; 4.5984 eV
Sequential largest force on an atom output: 2.1; 3.2; 3.3; 5.6; 8.7; 6.9; 6.1; 6.7; 3.7 eV/A